66
Properties=species:S:1:pos:R:3:forces:R:3:mulliken_charge:R:1 method="wB97M-V/def2-TZVPD" molar_mass_g_mol=656.35 relative_energy_kcal_mol=54.9 total_charge=+2 spin_multiplicity=1 e_homo_ha=-0.5015
In 1.633131 0.421599 1.063115 0.115 0.006 0.074 1.177
O 5.298451 -2.739371 -0.802015 -1.094 1.176 1.055 -0.401
C 4.770451 -1.672701 -0.193365 2.215 1.422 -1.250 0.772
O 5.385841 -0.590381 -0.137725 0.089 -0.144 0.291 -0.408
O 3.598841 -1.638201 0.211715 -1.464 -0.434 0.479 -0.384
H 4.455991 -3.199421 -0.787175 -0.126 -1.971 -0.668 0.332
F -0.719469 0.340819 2.776755 0.426 0.151 -0.517 -0.175
C -1.734509 0.113779 3.657655 -0.491 -0.269 -1.392 0.157
C -1.375869 -0.300281 4.913735 0.877 0.670 -0.567 -0.321
C -2.379179 -0.407851 5.816075 0.290 -0.394 -0.810 -0.576
C -3.683839 -0.285491 5.327825 -0.665 -0.730 4.212 -0.389
C -4.070689 0.005099 4.070835 0.703 0.447 -1.586 -0.710
C -3.039349 0.231059 3.171435 0.607 0.120 0.235 -0.107
H -0.344349 -0.446451 5.198315 0.122 0.108 -0.176 0.404
H -1.993109 -0.649501 6.795335 -1.167 -0.058 0.480 0.401
H -4.361909 -0.452081 6.151765 -0.865 0.093 -0.362 0.358
H -5.073129 0.123349 3.686735 -0.214 -0.193 0.558 0.459
H -3.292819 0.516029 2.161015 0.458 0.061 -0.156 0.501
F 1.609451 1.822269 -1.424955 -0.021 -0.116 -0.199 -0.063
C 1.503371 2.467279 -2.607755 0.167 1.643 0.337 0.510
C 1.954051 3.811499 -2.662805 0.789 -0.238 -0.965 -0.521
C 1.938081 4.446359 -3.897275 -1.149 -1.069 0.515 -0.492
C 1.299631 3.793749 -4.975825 0.256 0.845 -0.179 -0.323
C 0.928421 2.454099 -4.940425 -0.950 0.165 1.533 -0.609
C 0.929091 1.825269 -3.685725 1.065 -0.533 -0.807 -0.199
H 2.458871 4.354559 -1.877535 -0.242 -0.465 0.552 0.414
H 2.280081 5.466529 -3.990495 -0.001 -0.011 -0.050 0.397
H 1.016891 4.449929 -5.785695 0.286 -0.360 -0.569 0.374
H 0.425731 1.953309 -5.754615 0.212 0.134 -0.223 0.395
H 0.687691 0.778049 -3.578675 -0.353 -0.022 -0.007 0.350
F 1.076881 -1.004761 -1.482405 -0.291 -0.884 -1.073 -0.102
C 1.167811 -2.019721 -2.391135 0.490 -1.394 -0.466 0.335
C 0.121871 -2.939241 -2.640615 -0.141 -0.864 -0.834 -0.344
C 0.283511 -4.028461 -3.567735 1.421 1.025 1.301 -0.624
C 1.535231 -4.255771 -4.154355 0.597 1.884 0.288 -0.444
C 2.626031 -3.358381 -3.824515 -1.502 -0.672 -0.703 -0.545
C 2.417581 -2.258121 -3.037595 -0.166 0.390 0.907 -0.324
H -0.861649 -2.907421 -2.195575 0.065 0.549 0.336 0.526
H -0.488079 -4.772491 -3.699845 -0.342 0.349 -0.113 0.434
H 1.663781 -4.942631 -4.977825 0.044 -0.439 0.308 0.432
H 3.600791 -3.468491 -4.276315 -0.017 -0.214 -0.079 0.436
H 3.264471 -1.606021 -2.882855 -0.109 0.320 0.189 0.612
F 0.216021 -2.081121 0.941515 0.518 -0.101 0.004 -0.110
C -0.509429 -3.215081 0.869285 -1.814 0.000 -0.349 0.535
C 0.052201 -4.404031 0.372125 -1.164 0.495 0.080 -0.434
C -0.804269 -5.513981 0.296505 -0.083 1.077 -0.063 -0.416
C -2.178559 -5.377331 0.660115 2.567 -2.621 0.212 -0.657
C -2.611339 -4.253291 1.256565 -1.622 2.534 -0.244 -0.334
C -1.881099 -3.078401 1.228155 2.037 -0.828 0.705 -0.459
H 1.054081 -4.346001 -0.026945 0.178 -0.435 0.264 0.525
H -0.377059 -6.447971 -0.037505 -0.273 -0.118 -0.130 0.431
H -2.784959 -6.268051 0.733005 -0.107 -0.060 -0.419 0.392
H -3.634289 -4.196081 1.598155 -0.078 -0.082 0.183 0.386
H -2.222629 -2.168471 1.699085 -0.088 0.132 -0.186 0.323
F 0.719481 3.179069 0.828415 -0.407 0.735 0.536 -0.149
C -0.094489 4.179289 1.356405 -0.796 0.287 -1.091 0.273
C 0.297391 4.971759 2.404345 1.524 -0.537 0.641 -0.339
C -0.558449 5.903009 2.889125 -1.152 0.389 -0.485 -0.400
C -1.804839 6.112919 2.264175 1.177 1.152 3.115 -0.394
C -2.159179 5.432739 1.162935 -0.701 -1.308 -0.993 -0.686
C -1.305119 4.439199 0.693045 1.614 -0.399 -0.219 -0.203
H 1.239571 4.981389 2.932165 0.360 -0.849 -0.365 0.380
H -0.239659 6.437659 3.771695 -0.293 0.284 -0.051 0.395
H -2.399049 6.787489 2.862725 -0.711 0.219 -0.745 0.381
H -3.146989 5.545799 0.741215 0.092 0.191 -0.315 0.383
H -1.381429 3.948109 -0.265815 -0.702 -0.235 0.016 0.461

=====

66
Properties=species:S:1:pos:R:3:forces:R:3:mulliken_charge:R:1 method="wB97M-V/def2-TZVPD" molar_mass_g_mol=572.68 relative_energy_kcal_mol=45.0 total_charge=-1 spin_multiplicity=1 e_homo_ha=-0.0866
C -3.810210 1.965898 -4.538309 0.105 -0.244 -0.242 -1.107
C -4.296190 1.776698 -3.124774 0.405 0.223 0.670 -0.276
O -3.257416 2.258893 -2.227779 -0.876 -0.302 -1.055 -0.167
C -3.449373 1.935186 -0.926563 0.664 0.172 2.217 0.006
C -2.454220 2.613780 -0.051553 0.051 -0.312 -1.032 0.848
N -2.117088 1.948814 1.000584 -0.788 -0.949 0.917 -0.180
C -1.164205 1.882126 1.892532 0.558 0.894 0.154 -0.193
C -1.372910 1.044245 3.077438 0.096 0.023 -0.276 0.519
C -0.687658 1.318353 4.281754 -0.154 -0.309 0.046 -0.350
C -0.793003 0.454626 5.367098 -0.311 -0.066 -0.299 -0.650
C -1.619894 -0.673613 5.273030 0.092 -0.060 0.106 -0.420
C -2.337886 -0.926065 4.093989 0.095 0.531 0.006 -0.470
C -2.248040 -0.046536 3.010773 0.063 -0.565 0.654 -0.611
C 0.152808 2.501305 1.701187 -0.457 0.001 0.437 0.452
C 1.318601 1.832702 2.139901 0.481 0.265 -0.167 -0.522
C 2.581825 2.318542 1.819080 -0.542 -0.030 -0.112 -0.685
C 2.691791 3.449431 1.000049 0.056 0.355 -0.124 -0.520
C 1.545295 4.162207 0.623766 0.197 -0.278 0.141 -0.549
C 0.282898 3.718260 1.016868 0.379 0.055 -0.157 -0.261
O -4.277338 1.132928 -0.541222 -0.028 0.042 -0.773 -0.719
H -4.667821 1.893884 -5.210944 0.082 0.034 -0.094 0.384
H -3.312146 2.929228 -4.697407 -0.169 -0.125 0.118 0.221
H -3.112056 1.162337 -4.798324 0.011 0.232 -0.043 0.288
H -5.212693 2.348429 -2.922122 0.191 -0.213 0.012 0.213
H -4.457615 0.717869 -2.894245 -0.210 0.269 -0.077 0.374
H -1.992750 3.545940 -0.369711 0.159 -0.290 -0.232 -0.637
H -0.051845 2.204965 4.348488 -0.215 -0.319 -0.054 0.495
H -0.223021 0.666361 6.275166 -0.259 -0.117 -0.176 0.345
H -1.707783 -1.344662 6.129237 0.026 0.082 -0.253 0.330
H -2.968259 -1.811516 4.015612 0.072 0.182 0.087 0.351
H -2.818081 -0.202736 2.094723 0.203 0.039 0.197 0.464
H 1.225892 0.927774 2.741896 0.017 0.248 -0.276 0.444
H 3.467091 1.804125 2.199313 -0.176 0.137 -0.246 0.357
H 3.675640 3.783137 0.669453 -0.196 0.025 0.126 0.346
H 1.623734 5.072012 0.025673 0.097 -0.179 0.171 0.420
H -0.602227 4.326262 0.837287 0.254 -0.206 -0.107 0.478
C -7.619639 6.884729 2.049543 0.111 -0.087 -0.215 -0.661
C -6.595074 6.091058 1.531484 0.051 -0.030 -0.099 -0.553
C -6.181257 6.291867 0.215251 0.009 0.185 -0.021 0.094
C -6.795449 7.258468 -0.563927 0.106 0.147 -0.268 0.080
C -7.825872 8.050030 -0.063625 0.024 -0.136 0.047 -0.704
C -8.235345 7.860767 1.256510 0.144 -0.088 -0.258 -0.517
S -6.139058 7.475871 -2.227186 0.079 -0.664 0.865 1.225
O -7.045422 6.871141 -3.173920 0.316 0.495 0.211 -0.654
O -5.719123 8.852561 -2.363127 -0.227 -0.510 -0.308 -0.675
C -4.703710 6.418097 -1.981947 0.822 0.798 -0.420 -0.517
C -3.589292 6.715026 -2.697642 -1.515 0.793 0.211 -0.215
C -2.255494 6.193569 -2.751725 1.382 -0.691 -0.082 -0.093
C -1.947881 4.856469 -2.456781 -0.237 0.584 -0.119 0.959
C -0.652624 4.366993 -2.623438 0.076 0.177 -0.039 -0.284
C 0.361684 5.223675 -3.063968 -0.400 0.116 0.020 -0.534
C 0.071554 6.566793 -3.357903 -0.046 -0.118 0.148 -0.653
C -1.223629 7.042329 -3.212172 -0.339 -0.130 0.027 -0.662
S -4.831027 5.384660 -0.552522 0.239 -0.856 0.280 1.749
O -3.638507 5.517483 0.259883 -1.073 0.106 -0.658 -0.593
O -5.316749 4.076690 -0.939801 0.219 1.034 0.331 -0.605
H -7.939550 6.737970 3.080004 0.075 0.035 -0.247 0.388
H -6.105298 5.321966 2.123947 -0.107 0.170 -0.001 0.521
H -8.284878 8.795145 -0.711126 0.071 -0.102 0.225 0.414
H -9.037949 8.477960 1.659216 0.219 -0.179 -0.050 0.370
H -3.728462 7.574571 -3.368375 -0.069 -0.207 0.178 0.360
H -2.767523 4.219203 -2.145820 0.387 -0.086 -0.128 0.098
H -0.441758 3.319125 -2.403256 -0.102 0.331 0.004 0.485
H 1.376808 4.846772 -3.186337 -0.245 0.083 0.034 0.407
H 0.857274 7.240843 -3.701450 -0.185 -0.213 0.095 0.367
H -1.485264 8.077317 -3.438910 0.237 -0.199 -0.030 0.391

=====

68
Properties=species:S:1:pos:R:3:forces:R:3:mulliken_charge:R:1 method="wB97M-V/def2-TZVPD" molar_mass_g_mol=1194.82 relative_energy_kcal_mol=23.7 total_charge=-2 spin_multiplicity=1 e_homo_ha=-0.0221
Cd 0.334146 -0.299058 -0.065509 0.086 0.574 -0.452 1.728
O 0.592273 1.793207 1.356023 0.062 0.124 0.278 -0.417
C 1.148608 1.496692 2.628083 -0.104 -0.016 -0.206 -0.753
C 0.391152 0.326560 3.182547 0.178 -0.081 0.149 0.752
C -0.005945 0.262551 4.511960 -0.003 0.005 0.006 -0.885
C -0.607381 -0.891807 4.982435 0.002 -0.027 -0.067 -0.342
C -0.785971 -1.957465 4.112327 0.018 0.028 0.056 -0.647
C -0.371009 -1.806214 2.800709 -0.019 -0.074 -0.108 -0.620
N 0.192564 -0.691955 2.345744 -0.135 0.070 0.002 0.421
H 1.261634 2.237194 0.812449 0.059 -0.047 -0.190 0.196
H 1.083901 2.353855 3.305040 -0.033 -0.004 -0.016 0.301
H 2.195376 1.184533 2.521052 0.032 0.057 0.042 0.179
H 0.157025 1.114886 5.158267 0.007 -0.003 -0.001 0.403
H -0.932118 -0.960608 6.013197 0.006 -0.002 0.002 0.398
H -1.237249 -2.885528 4.435478 -0.003 0.001 0.000 0.444
H -0.488387 -2.604796 2.075105 -0.020 0.019 -0.007 0.406
Te 3.529340 -0.956676 0.891021 0.105 -0.094 0.207 -0.292
Te 6.160733 -1.249161 1.404484 -0.034 -0.091 -0.064 -0.603
Te 4.804334 2.945033 -0.639999 -0.295 0.143 0.195 -0.638
Te 3.115452 0.897651 -1.107980 0.063 -0.374 -0.146 -0.124
S -0.441206 1.807728 -1.738743 -0.062 -0.023 -0.106 -0.256
C -2.112522 2.213476 -2.051597 0.118 -0.110 0.104 0.221
C -2.444197 2.875980 -3.252364 -0.013 0.025 -0.030 -0.620
C -3.742015 3.233234 -3.555102 0.020 -0.006 0.004 -0.484
C -4.784303 2.946898 -2.673839 -0.010 -0.007 0.009 -0.770
C -4.485800 2.300003 -1.486997 0.029 0.053 0.008 -0.100
C -3.175944 1.940869 -1.170306 -0.104 -0.032 0.024 -0.627
As -2.761298 0.999736 0.474016 -0.120 -0.149 0.186 0.466
C -3.613313 -0.728452 0.084300 0.065 0.010 -0.049 0.522
C -3.576024 -1.703307 1.079999 0.027 -0.004 -0.002 -0.468
C -4.066332 -2.979910 0.847921 0.001 0.007 0.014 -0.825
C -4.588078 -3.305579 -0.397132 0.000 0.002 -0.013 -0.525
C -4.618040 -2.346902 -1.398862 -0.004 -0.002 0.012 -0.574
C -4.134556 -1.065919 -1.159995 -0.043 0.011 0.017 -0.362
C -4.211074 1.743908 1.592038 -0.015 0.003 -0.068 -0.292
C -4.049805 3.063551 2.014685 0.018 -0.008 0.015 -0.371
C -4.993521 3.673527 2.826390 0.007 0.015 -0.002 -0.642
C -6.115540 2.967267 3.242074 -0.011 -0.007 0.001 -0.363
C -6.283901 1.652951 2.833857 0.015 0.003 -0.006 -0.706
C -5.339254 1.046447 2.011912 -0.009 0.041 0.008 0.200
H -1.639485 3.098130 -3.942103 0.001 0.001 0.000 0.386
H -3.949199 3.740672 -4.491290 0.002 0.000 -0.001 0.331
H -5.804929 3.224172 -2.908215 0.001 0.000 -0.002 0.379
H -5.283806 2.072017 -0.788028 -0.002 -0.005 0.002 0.361
H -3.145416 -1.462964 2.047481 -0.002 -0.004 0.002 0.602
H -4.024286 -3.726386 1.632523 0.001 0.001 0.000 0.381
H -4.952793 -4.307172 -0.589488 0.001 0.000 -0.001 0.343
H -5.004831 -2.598987 -2.378888 0.001 0.001 -0.001 0.366
H -4.148128 -0.328734 -1.953315 0.005 0.003 -0.004 0.330
H -3.174775 3.620616 1.695959 0.000 0.007 0.003 0.406
H -4.852588 4.701867 3.137357 0.002 -0.001 -0.001 0.377
H -6.853443 3.440853 3.878490 0.001 -0.001 0.002 0.346
H -7.157910 1.094575 3.148914 -0.001 -0.001 -0.001 0.380
H -5.492932 0.023926 1.690568 -0.004 -0.005 -0.002 0.302
Cl 1.483211 -4.334458 -0.951925 0.009 0.016 0.011 -0.271
C 1.297333 -3.281243 -2.337856 -0.022 -0.012 -0.023 0.747
C 2.162603 -3.470430 -3.403287 -0.006 0.005 -0.012 -0.614
C 2.044483 -2.679221 -4.533433 0.008 0.012 0.011 -0.364
C 1.050097 -1.708401 -4.577907 0.001 -0.006 0.002 -0.765
C 0.200926 -1.527454 -3.503152 0.039 0.021 0.021 -0.147
C 0.303727 -2.297396 -2.333048 0.076 0.021 0.005 0.105
C -0.551922 -2.014083 -1.166982 0.052 -0.129 0.183 -1.664
H 2.934799 -4.224241 -3.327689 -0.006 -0.006 0.003 0.369
H 2.738201 -2.802128 -5.355304 -0.010 -0.011 -0.006 0.337
H 0.955022 -1.066256 -5.445273 -0.001 -0.002 0.000 0.354
H -0.533912 -0.730409 -3.521088 0.008 -0.001 0.004 0.301
H -0.667358 -2.888406 -0.528938 -0.061 0.040 0.030 0.595
H -1.529689 -1.648099 -1.472045 0.021 0.029 -0.032 0.398